[1]
The following is a DFT calculation (ωB97M-V with the def2-TZVPD basis set) of a 3-piece molecular cluster, C26H52F9O8P3 overall.

Values from the calculation:
Calculated total energy (eV): -96510.5983
Total charge: 0
SMILES: CC(C)=CCC[C@@H](C)CC[PH3]C(F)(F)C(F)(F)C(F)(F)C(F)(F)F.CCOP(=O)(OCC)OCC.CCOP(=O)(OCC)OCC
Spin multiplicity: 1

Positions of all 98 atoms, in Å:
P (-0.108989, -2.165902, 3.480464)
P (4.219056, 0.180670, -2.779555)
P (-3.096578, 3.844380, 1.921263)
F (5.406972, 1.852919, -4.602585)
F (4.032704, 3.671792, -6.156238)
F (4.878284, 1.479452, -7.216387)
F (2.955579, 1.641163, -8.106119)
F (2.056055, 1.406246, -4.291199)
F (3.226020, 0.300193, -6.458379)
F (4.615869, 2.814778, -2.803937)
F (1.976169, 3.091858, -6.413715)
F (2.596491, 3.459300, -3.922128)
O (-2.728505, 4.470467, 3.363240)
O (-1.428053, -2.272851, 2.563368)
O (0.756411, -2.257035, 2.102137)
O (-0.128847, -3.711589, 3.987866)
O (-2.601564, 2.319748, 2.100743)
O (-4.608373, 3.411756, 2.197965)
O (-2.217259, 4.425636, 0.895802)
O (0.843248, -1.458615, 4.365547)
C (4.043338, -1.482846, -1.905173)
C (4.337132, 1.873751, -3.756703)
C (3.354133, -4.416979, -1.306068)
C (1.268486, -4.126858, -2.698958)
C (3.175756, -2.174987, 2.221485)
C (2.348644, -3.403183, -1.854948)
C (-2.728615, -2.364776, 3.160153)
C (-2.268047, 5.816793, 3.498303)
C (-5.645213, 4.398669, 2.305414)
C (1.899019, -1.433856, 1.882957)
C (3.035171, 2.314169, -4.493086)
C (-0.063973, -4.045525, 5.373730)
C (3.180557, 2.656759, -5.996965)
C (-5.700915, 5.331615, 1.113568)
C (-1.994534, -0.820100, -4.452063)
C (3.035855, -2.327146, -2.697826)
C (3.588741, 1.479776, -6.946222)
C (-1.302053, -1.537184, -3.313110)
C (-1.435283, -4.369092, 5.934321)
C (-3.381628, 6.747023, 3.937554)
C (-3.002312, -1.244005, 4.142020)
C (-0.163005, -3.604257, -2.418714)
C (-0.674931, -2.698339, -3.502318)
C (-1.357643, -0.863546, -1.953053)
C (-1.693474, 1.719973, 1.175797)
C (-0.269606, 1.781129, 1.683297)
H (-2.850651, -3.347069, 3.622975)
H (1.863127, -2.898082, -1.014352)
H (3.489934, -2.742775, -3.600534)
H (-3.443176, -2.314141, 2.338984)
H (-2.968636, -1.268235, -4.652244)
H (4.037564, -1.507566, 2.164789)
H (1.824576, -0.503844, 2.444482)
H (-1.484959, 5.801445, 4.257231)
H (0.014644, 2.792327, 1.973989)
H (-6.495419, 6.066573, 1.240866)
H (-2.267844, -1.240150, 4.955889)
H (5.029615, -1.953285, -1.950957)
H (-5.528819, 4.949628, 3.241615)
H (-4.139924, 6.844860, 3.157461)
H (4.054812, -0.467384, -4.038220)
H (-3.994635, -1.351462, 4.579475)
H (-2.943298, -0.273376, 3.645949)
H (3.168568, 0.750065, -2.013989)
H (1.892830, -1.169572, 0.821752)
H (3.694647, -1.359829, -0.877751)
H (3.958963, -4.857006, -2.102275)
H (-0.355460, -0.512847, -1.697683)
H (-2.072743, -3.481758, 5.944119)
H (-5.887249, 4.771225, 0.197026)
H (-0.165117, 1.151923, 2.570660)
H (-1.816527, 6.175897, 2.572546)
H (2.802448, -5.215521, -0.806579)
H (-4.755968, 5.868272, 0.981641)
H (3.125523, -2.600895, 3.223047)
H (0.404090, -3.248358, 5.952919)
H (2.235481, -1.651692, -3.043704)
H (1.335592, -5.208347, -2.590731)
H (-1.992484, 0.674815, 1.067127)
H (-3.870598, 6.369601, 4.836340)
H (-1.779959, 2.183485, 0.193761)
H (-0.160119, -3.113704, -1.446735)
H (5.526592, 0.425565, -2.305146)
H (4.032632, -3.980964, -0.571871)
H (-2.985364, 7.741088, 4.146727)
H (-6.580660, 3.845863, 2.381684)
H (-1.748353, -1.557369, -1.210040)
H (1.491429, -3.875273, -3.739792)
H (-1.930407, -5.131947, 5.332450)
H (-0.861375, -4.444585, -2.348059)
H (0.425612, 1.428094, 0.919740)
H (-1.391553, -0.841811, -5.359990)
H (-2.161496, 0.220653, -4.175652)
H (-1.350817, -4.733087, 6.958816)
H (-2.004788, 0.012073, -1.977490)
H (0.578453, -4.923926, 5.452009)
H (-0.558096, -3.007374, -4.539266)
H (3.329071, -3.001571, 1.525444)

Forces on the atoms, in the same order (eV/Å):
P 4.1 -3.9 -3.2
P -0.2 -0.8 0.2
P 2.9 -3.0 2.7
F -0.2 -0.1 -0.2
F 0.4 0.0 0.1
F 0.5 -0.1 0.3
F -0.2 0.0 -0.3
F 0.0 -0.3 -0.3
F 0.1 -0.3 0.4
F 0.1 0.1 -0.2
F -0.3 -0.1 0.1
F -0.1 0.1 -0.1
O -0.6 0.3 -0.6
O -0.9 1.8 1.6
O -0.3 0.2 -0.1
O -0.7 0.7 0.3
O -0.3 0.1 0.0
O -0.4 1.3 -1.5
O -1.9 1.1 -0.9
O -2.4 1.6 1.1
C 0.1 0.0 -0.9
C -0.1 -0.1 0.8
C -0.2 0.1 0.2
C -0.1 0.8 0.0
C 0.0 -0.2 -0.1
C 0.3 -0.6 -0.4
C -0.5 -0.1 0.1
C 0.3 0.4 0.2
C -0.5 0.2 0.1
C 0.3 0.0 0.0
C 0.6 0.9 0.5
C 0.2 -0.3 0.4
C -0.4 -0.4 -0.2
C 0.2 0.0 -0.1
C 0.4 0.2 0.3
C -0.5 0.6 0.7
C -0.3 0.5 -0.6
C 0.0 0.1 0.1
C -0.1 0.1 -0.1
C -0.1 -0.1 -0.1
C 0.2 0.1 -0.1
C 0.4 -0.3 -0.4
C -0.3 0.6 0.1
C -0.3 -0.2 -0.4
C 0.3 -0.1 -0.2
C 0.0 0.0 0.3
H 0.2 0.0 0.1
H 0.0 -0.1 0.1
H 0.1 -0.1 0.1
H 0.1 0.0 -0.1
H 0.0 0.0 -0.1
H 0.0 0.0 0.0
H 0.0 -0.1 0.1
H 0.0 -0.1 0.0
H -0.1 0.1 -0.2
H 0.0 0.0 0.0
H -0.1 0.0 0.0
H 0.0 -0.1 0.4
H 0.2 0.0 0.0
H 0.0 0.0 0.0
H 0.1 0.1 0.0
H 0.0 0.0 0.0
H 0.0 0.0 0.0
H 0.0 0.2 -0.1
H -0.1 -0.1 0.0
H 0.2 0.1 0.1
H -0.1 0.0 -0.1
H 0.0 -0.1 0.3
H 0.0 0.0 0.0
H 0.0 0.0 0.0
H 0.1 0.0 0.0
H 0.0 -0.2 -0.1
H 0.1 -0.1 0.0
H -0.1 0.0 0.0
H 0.0 0.1 0.1
H 0.0 0.1 -0.2
H 0.0 -0.1 -0.1
H 0.0 0.0 0.1
H -0.1 0.0 0.1
H 0.0 0.0 0.0
H 0.0 0.1 0.1
H -0.2 0.1 0.0
H 0.0 0.3 -0.1
H 0.0 0.1 0.0
H 0.0 0.0 0.0
H 0.1 -0.1 0.0
H 0.2 0.2 0.3
H 0.0 -0.4 -0.1
H 0.0 0.0 0.0
H 0.1 0.0 0.1
H 0.0 0.0 0.0
H -0.1 -0.1 -0.1
H 0.0 0.1 -0.2
H 0.0 0.0 0.0
H -0.1 0.0 0.0
H 0.0 0.0 -0.1
H -0.1 -0.4 0.1
H 0.0 0.0 0.0

=====

[2]
The following is a DFT calculation (ωB97M-V with the def2-TZVPD basis set) of one molecule with the formula C3H6.

Values from the calculation:
Calculated total energy (eV): -3206.0979
Energy relative to the best compared isomer or geometry (same formula, charge and spin) (kJ/mol): 131.3
Total charge: 0
SMILES: C1CC1
Spin multiplicity: 1

Positions of all 9 atoms, in Å:
C (-0.038336, 0.800609, -0.023872)
C (0.773523, -0.458341, -0.008245)
C (-0.911281, -0.432445, 0.009805)
H (-1.437236, -0.904075, -0.918868)
H (0.183313, 1.380750, -0.874103)
H (1.351245, -0.530975, -0.856211)
H (0.058225, 1.437223, 0.951640)
H (-1.322765, -0.746432, 0.854538)
H (1.343313, -0.546313, 0.865312)

Forces on the atoms, in the same order (eV/Å):
C 0.1 0.7 2.9
C -3.6 1.1 1.1
C 4.0 0.1 -5.6
H 1.2 1.3 1.6
H -0.7 0.7 -1.1
H 0.7 -0.9 -2.1
H -0.6 -1.2 -1.9
H -1.5 -1.0 3.7
H 0.3 -0.8 1.3

=====

[3]
The following is a DFT calculation (ωB97M-V with the def2-TZVPD basis set) of a 3-piece molecular cluster, C4H15NO2S overall.

Values from the calculation:
Calculated total energy (eV): -20809.0505
Energy relative to the best compared isomer or geometry (same formula, charge and spin) (kJ/mol): 272.5
Total charge: 0
SMILES: C[C@@H](N)CCS.O.O
Spin multiplicity: 1

Positions of all 23 atoms, in Å:
S (0.271847, -1.802048, 1.685648)
O (0.600986, -1.183528, -2.385337)
O (3.142422, 1.274349, 0.996183)
N (-0.603970, 2.133953, -0.886510)
C (-1.333874, 0.345074, 0.608908)
C (-0.088670, 0.008667, 1.436369)
C (-1.022087, 0.667876, -0.887465)
C (-2.112951, 0.405107, -1.915930)
H (-2.481139, -0.763820, -2.226633)
H (-1.897793, 1.223255, 1.086879)
H (3.024547, 1.503913, 1.876633)
H (0.457207, 2.106901, -0.781576)
H (-1.990651, 0.820786, -2.927855)
H (1.508034, -1.526073, 1.992078)
H (-0.006214, 0.249571, -1.294979)
H (-0.092921, -1.797637, -2.223116)
H (-0.721374, 2.607680, -1.818402)
H (-0.268275, 0.497470, 2.531006)
H (-2.031060, -0.443909, 0.585321)
H (0.822888, 0.457678, 0.843749)
H (-3.049698, 0.896266, -1.860478)
H (2.683479, 0.316560, 1.013270)
H (1.319439, -1.540441, -1.898748)

Forces on the atoms, in the same order (eV/Å):
S -1.1 0.8 -0.6
O 0.4 0.5 -1.3
O -1.4 -4.3 -2.4
N 1.3 0.7 -0.9
C -0.2 1.2 -0.7
C 0.6 1.7 1.2
C 2.5 1.2 -0.7
C -1.2 -2.9 -2.3
H 1.4 2.9 1.4
H 1.0 -1.1 -0.9
H -0.2 1.1 2.7
H -1.9 0.4 -0.1
H 1.5 -0.2 0.1
H 1.0 -0.2 0.4
H -2.7 -0.3 1.3
H -1.1 -0.7 0.1
H 0.0 -0.9 1.1
H 1.0 -1.1 -2.7
H -0.9 -1.3 0.3
H -1.8 -0.6 1.7
H -1.3 0.5 1.7
H 1.8 3.2 -0.3
H 1.2 -0.5 0.6

=====

[4]
The following is a DFT calculation (ωB97M-V with the def2-TZVPD basis set) of one molecule with the formula C6H11NO.

Values from the calculation:
Calculated total energy (eV): -9936.6444
Energy relative to the best compared isomer or geometry (same formula, charge and spin) (kJ/mol): 174.6
Total charge: 0
SMILES: C[C@H]1N=COC1(C)C
Spin multiplicity: 1

Positions of all 19 atoms, in Å:
O (-1.189823, 1.214391, 0.226244)
N (-1.756565, -0.671494, -0.871650)
C (0.614252, 0.440104, 1.502181)
C (-2.110774, 0.391213, -0.284075)
C (-0.320647, -0.713715, -0.766886)
C (1.011166, 1.495460, -0.760743)
C (0.107352, -2.035039, -0.048476)
C (0.073547, 0.621348, 0.053259)
H (-0.664156, -2.843753, 0.192545)
H (1.666912, 0.132830, 1.359546)
H (0.673399, 1.380122, 2.085602)
H (-3.256280, 0.553972, -0.165084)
H (0.451408, 1.666965, -1.741453)
H (0.955853, -2.475793, -0.531316)
H (0.454065, -1.674034, 0.932653)
H (2.068188, 1.203475, -1.008541)
H (0.061642, -0.472964, 1.874608)
H (0.210456, -0.721035, -1.753851)
H (0.950001, 2.507956, -0.294572)

Forces on the atoms, in the same order (eV/Å):
O -1.4 1.4 0.0
N -0.1 0.5 -0.1
C 0.6 -1.3 -1.3
C -2.8 -0.9 -0.4
C 1.4 -1.2 0.4
C -1.5 1.9 -1.6
C -0.6 0.3 1.3
C 1.7 -1.5 0.5
H 0.7 1.4 -0.9
H -0.3 -0.1 0.4
H -0.7 -0.7 -0.3
H 2.4 0.5 0.1
H 1.0 -0.3 0.9
H 0.4 -0.4 -0.3
H 0.1 -1.0 -0.5
H -1.2 -0.1 0.7
H 0.5 1.8 0.8
H -0.8 0.3 0.6
H 0.6 -0.6 -0.2

=====

| no. | HOMO-LUMO gap (eV) | F_max (eV/A) | LUMO level (eV) |
| --- | --- | --- | --- |
| 1 | 9.1462 | 6.49 | 0.6 |
| 2 | 11.2701 | 6.89 | 1.4 |
| 3 | 9.1949 | 5.10 | 0.3 |
| 4 | 10.2765 | 2.99 | 0.9 |